{
  "formula": "C3H5FN2",
  "method": "ωB97M-V with the def2-TZVPD basis set",
  "symbols": ["F", "N", "C", "C", "C", "N", "H", "H", "H", "H", "H"],
  "xyz": [[-0.073, -3.216, -0.725], [0.495, -1.901, -0.930], [-0.011, -1.050, -0.122], [0.606, 0.244, -0.054], [-0.343, 1.374, -0.099], [0.421, 1.116, 1.078], [-0.929, -1.256, 0.399], [1.442, 0.612, -0.702], [-0.177, 2.241, -0.697], [-1.364, 1.051, 0.020], [-0.066, 0.785, 1.831]],
  "largest_force_ha_per_bohr": 0.067,
  "homo_energy_ev": -9.82,
  "smiles": "F/N=C/[C@H]1CN1",
  "total_energy_ha": -326.54636,
  "e_lumo_ev": 0.8241
}

=====

{
  "formula": "C38H41F3N5O3P2Tl",
  "method": "ωB97M-V with the def2-TZVPD basis set",
  "symbols": ["Tl", "C", "P", "C", "C", "C", "C", "C", "C", "C", "C", "C", "C", "C", "C", "C", "C", "C", "C", "C", "P", "C", "C", "C", "C", "C", "C", "C", "C", "C", "C", "C", "C", "N", "H", "H", "H", "H", "H", "H", "H", "H", "H", "H", "H", "H", "H", "H", "H", "H", "H", "H", "H", "H", "H", "H", "H", "H", "H", "H", "C", "C", "O", "O", "H", "H", "H", "F", "C", "F", "F", "C", "N", "C", "N", "O", "H", "H", "H", "H", "H", "H", "C", "N", "C", "C", "N", "H", "H", "H", "H", "H", "H"],
  "xyz": [[-0.412, 1.415, -0.800], [2.546, -2.422, -0.802], [1.081, -3.387, -0.134], [1.546, -5.042, -0.817], [2.514, -5.754, -0.102], [2.942, -7.004, -0.516], [2.398, -7.581, -1.658], [1.430, -6.891, -2.371], [1.004, -5.636, -1.956], [-0.323, -3.012, -1.258], [-0.275, -2.194, -2.382], [-1.420, -1.969, -3.136], [-2.622, -2.556, -2.779], [-2.683, -3.371, -1.659], [-1.542, -3.593, -0.908], [2.900, -1.266, 0.081], [4.078, -1.115, 0.800], [3.949, 0.094, 1.513], [2.702, 0.606, 1.186], [2.049, 1.856, 1.730], [0.313, 1.412, 2.268], [-0.260, 2.910, 3.161], [-1.451, 2.804, 3.886], [-1.997, 3.904, 4.524], [-1.370, 5.141, 4.433], [-0.208, 5.266, 3.688], [0.342, 4.160, 3.052], [0.840, 0.374, 3.702], [1.039, 0.864, 4.992], [1.527, 0.038, 5.995], [1.831, -1.288, 5.721], [1.635, -1.786, 4.441], [1.135, -0.965, 3.441], [2.048, -0.229, 0.323], [2.339, -2.097, -1.824], [3.384, -3.120, -0.833], [2.928, -5.303, 0.794], [3.699, -7.535, 0.050], [2.727, -8.562, -1.981], [1.005, -7.334, -3.265], [0.243, -5.110, -2.518], [0.652, -1.722, -2.678], [-1.375, -1.309, -3.992], [-3.514, -2.348, -3.356], [-3.627, -3.799, -1.347], [-1.599, -4.205, -0.013], [4.931, -1.782, 0.788], [4.674, 0.540, 2.181], [1.969, 2.633, 0.961], [2.633, 2.230, 2.574], [-1.957, 1.845, 3.935], [-2.922, 3.800, 5.080], [-1.795, 6.009, 4.925], [0.275, 6.231, 3.590], [1.234, 4.276, 2.451], [0.816, 1.900, 5.215], [1.679, 0.435, 6.993], [2.228, -1.925, 6.504], [1.875, -2.819, 4.223], [0.976, -1.355, 2.443], [-2.515, -1.044, 2.337], [-3.225, -0.096, 1.344], [-4.465, -0.007, 1.421], [-2.465, 0.532, 0.551], [-3.222, -1.757, 2.763], [-2.087, -0.444, 3.143], [-1.696, -1.562, 1.839], [-0.564, 5.416, -1.948], [0.185, 4.552, -1.070], [0.284, 5.398, 0.054], [1.459, 4.698, -1.632], [-3.250, 3.567, -0.034], [-3.339, 4.182, -1.348], [-2.943, 3.569, -2.485], [-2.919, 4.423, -3.600], [-2.714, 2.372, -2.621], [-4.104, 3.875, 0.571], [-2.326, 3.865, 0.471], [-3.259, 2.482, -0.120], [-3.288, 5.186, -1.359], [-2.544, 5.336, -3.388], [-2.398, 3.998, -4.350], [-0.803, 1.691, -5.050], [0.107, 0.556, -5.039], [0.292, -0.140, -6.299], [1.140, 0.565, -4.198], [2.036, 0.497, -3.470], [-1.731, 1.377, -5.530], [-0.384, 2.539, -5.608], [-1.030, 1.998, -4.030], [-0.646, -0.621, -6.585], [1.059, -0.902, -6.185], [0.590, 0.546, -7.103]],
  "largest_force_ha_per_bohr": 0.016,
  "homo_energy_ev": -1.54,
  "charge": -2,
  "total_energy_ha": -3126.98337,
  "e_lumo_ev": 4.0000
}

=====

{
  "formula": "C26H27N2O2",
  "method": "ωB97M-V with the def2-TZVPD basis set",
  "symbols": ["C", "C", "O", "C", "O", "C", "C", "C", "C", "C", "C", "C", "C", "C", "C", "C", "N", "C", "C", "C", "C", "C", "C", "C", "N", "C", "C", "C", "C", "C", "H", "H", "H", "H", "H", "H", "H", "H", "H", "H", "H", "H", "H", "H", "H", "H", "H", "H", "H", "H", "H", "H", "H", "H", "H", "H", "H"],
  "xyz": [[3.105, -3.375, 3.393], [3.418, -2.883, 1.996], [2.104, -2.476, 1.414], [2.186, -1.764, 0.290], [3.298, -1.514, -0.169], [0.797, -1.318, -0.323], [0.379, -0.026, 0.158], [0.105, -0.086, 1.689], [-0.086, 1.093, 2.390], [-0.163, 1.106, 3.779], [-0.264, -0.104, 4.463], [-0.175, -1.324, 3.777], [0.036, -1.300, 2.408], [-0.700, 0.970, -0.441], [-0.385, 1.873, -1.468], [0.818, 1.967, -2.328], [-1.433, 2.724, -1.689], [-1.500, 3.772, -2.684], [-2.474, 2.435, -0.820], [-3.593, 3.241, -0.645], [-4.462, 2.889, 0.383], [-4.137, 1.810, 1.211], [-2.948, 1.052, 1.060], [-2.038, 1.368, 0.039], [0.853, -1.498, -1.804], [1.995, -1.618, -2.555], [1.900, -1.771, -3.928], [0.650, -1.896, -4.551], [-0.486, -1.853, -3.748], [-0.371, -1.654, -2.385], [4.044, -3.695, 3.865], [2.655, -2.584, 4.010], [2.423, -4.237, 3.373], [4.096, -2.016, 2.033], [3.813, -3.682, 1.350], [0.058, -2.033, 0.021], [1.329, 0.489, -0.093], [-0.159, 2.012, 1.816], [-0.114, 2.050, 4.264], [-0.293, -0.137, 5.560], [-0.235, -2.287, 4.283], [0.133, -2.255, 1.888], [1.677, 1.635, -1.768], [0.802, 1.420, -3.283], [0.938, 3.022, -2.569], [-2.448, 4.292, -2.569], [-0.718, 4.527, -2.555], [-1.430, 3.352, -3.694], [-3.756, 4.138, -1.232], [-5.378, 3.459, 0.536], [-4.802, 1.579, 2.038], [-2.727, 0.244, 1.771], [2.943, -1.581, -2.023], [2.840, -1.825, -4.475], [0.585, -2.114, -5.629], [-1.480, -2.004, -4.137], [-1.224, -1.605, -1.693]],
  "largest_force_ha_per_bohr": 0.092,
  "homo_energy_ev": -10.26,
  "charge": 1,
  "smiles": "CCOC(=O)[C@@H]([C@H](c1ccccc1)c1c(C)n(C)c2ccccc12)[n+]1ccccc1",
  "total_energy_ha": -1266.69189,
  "e_lumo_ev": -4.0624
}

=====

{
  "formula": "C7H10O2",
  "method": "ωB97M-V with the def2-TZVPD basis set",
  "symbols": ["C", "C", "O", "C", "C", "C", "C", "C", "O", "H", "H", "H", "H", "H", "H", "H", "H", "H", "H"],
  "xyz": [[2.433, 1.433, -0.464], [1.531, 0.238, -0.326], [1.952, -0.909, -0.341], [0.012, 0.583, -0.204], [-0.621, 0.505, 1.162], [-1.007, -0.488, 0.084], [-0.670, -1.942, 0.279], [-2.393, -0.210, -0.607], [-3.438, -0.292, 0.018], [2.170, 2.191, 0.278], [2.330, 1.848, -1.471], [3.473, 1.134, -0.301], [-0.255, 1.421, -0.842], [-0.015, 0.163, 1.995], [-1.356, 1.253, 1.442], [-0.407, -2.400, -0.680], [-1.532, -2.479, 0.689], [0.163, -2.086, 0.974], [-2.370, 0.036, -1.685]],
  "largest_force_ha_per_bohr": 0.041,
  "homo_energy_ev": -9.63,
  "smiles": "CC(=O)[C@@H]1C[C@@]1(C)C=O",
  "total_energy_ha": -423.15872,
  "e_lumo_ev": 0.7336
}

=====

{
  "formula": "C4H7N3",
  "method": "ωB97M-V with the def2-TZVPD basis set",
  "symbols": ["H", "N", "C", "C", "C", "N", "C", "N", "H", "H", "H", "H", "H", "H"],
  "xyz": [[-0.277, -2.397, -0.327], [0.142, -1.772, 0.368], [0.350, -0.575, -0.130], [1.592, 0.236, 0.184], [-0.268, -0.184, -1.478], [-1.303, 0.488, -1.230], [-1.370, 0.477, 0.459], [-0.964, 1.480, 1.122], [-1.542, 1.627, 1.953], [2.415, -0.129, -0.435], [1.818, 0.127, 1.245], [1.439, 1.292, -0.038], [0.156, -0.478, -2.442], [-2.189, -0.191, 0.749]],
  "largest_force_ha_per_bohr": 0.099,
  "homo_energy_ev": -9.41,
  "smiles": "[H]\\N=C(C)/C=N\\C=N\\[H]",
  "total_energy_ha": -320.74478,
  "e_lumo_ev": -0.1602
}

=====

{
  "formula": "C17H24N4O3",
  "method": "ωB97M-V with the def2-TZVPD basis set",
  "symbols": ["C", "N", "C", "O", "C", "C", "C", "C", "N", "C", "C", "C", "C", "C", "C", "N", "C", "C", "O", "H", "H", "H", "H", "H", "H", "H", "H", "H", "H", "H", "H", "H", "H", "H", "H", "H", "C", "C", "O", "C", "N", "H", "H", "H", "H", "H", "H", "H"],
  "xyz": [[1.504, 5.841, 1.642], [1.286, 4.818, 2.665], [0.931, 3.539, 2.497], [0.713, 2.865, 3.496], [0.815, 2.920, 1.084], [0.447, 1.423, 1.111], [-0.004, 0.808, -0.182], [-0.582, 1.465, -1.216], [-0.940, 0.568, -2.199], [-0.621, -0.724, -1.846], [-0.785, -1.957, -2.493], [-0.311, -3.123, -1.869], [0.305, -3.041, -0.607], [0.448, -1.798, 0.041], [-0.008, -0.605, -0.562], [2.022, 3.094, 0.257], [2.059, 3.736, -0.909], [3.375, 3.707, -1.651], [1.103, 4.342, -1.377], [0.734, 5.778, 0.869], [1.459, 6.833, 2.095], [2.485, 5.711, 1.183], [1.342, 5.106, 3.631], [-0.015, 3.449, 0.619], [-0.375, 1.284, 1.814], [1.297, 0.855, 1.491], [-0.754, 2.535, -1.259], [-1.382, 0.843, -3.063], [-1.253, -2.004, -3.464], [-0.408, -4.080, -2.363], [0.681, -3.937, -0.132], [0.921, -1.747, 1.011], [2.856, 2.614, 0.554], [3.285, 4.304, -2.558], [3.613, 2.679, -1.916], [4.159, 4.119, -1.020], [-3.518, -4.107, -0.686], [-3.026, -4.882, 0.528], [-3.554, -4.673, 1.615], [-1.902, -5.930, 0.393], [-1.265, -6.325, 1.674], [-3.272, -4.639, -1.608], [-3.047, -3.121, -0.712], [-4.603, -3.979, -0.636], [-1.136, -5.533, -0.278], [-2.325, -6.819, -0.085], [-0.785, -5.529, 2.099], [-1.972, -6.681, 2.322]],
  "largest_force_ha_per_bohr": 0.034,
  "homo_energy_ev": -8.02,
  "smiles": "CNC(=O)[C@H](Cc1c[nH]c2ccccc12)NC(C)=O.CC(=O)CN",
  "total_energy_ha": -1106.97540,
  "e_lumo_ev": 0.5873
}

=====

Relative energy (zero: lowest compared OMol25 entry of this formula, charge and spin) list, top to bottom, in kcal per mole: 77.63, 46.92, 0.00, 25.86, 86.92, 19.88
Orbital gap list, top to bottom, in eV: 10.64, 5.54, 6.20, 10.37, 9.25, 8.60